The ion C3H11N5 with charge +2 at a distorted geometry. Source: OMol25; level of theory: ωB97M-V/def2-TZVPD.

Total charge: +2
HOMO level (alpha / beta) in eV: -17.907 / -17.872
Electronic energy in eV: -10717.809
HOMO-LUMO gap (alpha / beta) in eV: 7.39 / 7.33

Positions of all 19 atoms, in Å:
C -0.16343 0.15268 -0.09141
C -0.98854 1.29921 0.53618
C 0.30546 1.56601 -1.88219
N 0.16440 -0.94311 0.65940
N 0.65115 0.38063 -1.05981
N -0.26415 -2.38870 2.34575
N 1.56948 -0.38359 -1.52881
N -0.65712 -1.63340 1.35181
H -0.28635 2.02750 0.78391
H -1.52436 0.86407 1.44136
H -1.71734 1.74861 -0.01124
H -0.73356 1.80420 -1.55998
H 0.94098 2.38393 -1.79586
H 0.43932 1.44244 -2.93562
H 0.68496 -2.49260 2.65649
H -0.95650 -2.89713 2.92216
H 2.31816 -0.09009 -2.18494
H 1.86503 -1.23922 -0.90017
H -1.64759 -1.60145 1.25296

***

A cluster of 2 separate species, C3H11NO in total at a distorted geometry. Source: OMol25; level of theory: ωB97M-V/def2-TZVPD.

HOMO level in eV: -5.972
Electronic energy in eV: -6823.104
HOMO-LUMO gap in eV: 6.02

Positions of all 16 atoms, in Å:
C 0.51335 2.81315 -1.24041
O 0.36478 1.97705 -0.25221
H 0.82579 3.83754 -0.79127
H 1.27809 2.44688 -2.01011
H -0.52252 2.89047 -1.71265
C 0.96313 -1.42848 1.04551
N -0.23871 -0.64460 0.56781
C -1.30607 -1.48005 0.01664
H 1.93202 -1.02891 0.72548
H 0.98292 -1.52398 2.12010
H 0.82620 -2.54368 0.61664
H -0.01990 0.07257 -0.10906
H -0.74420 -0.23048 1.41389
H -1.22302 -1.74322 -1.00828
H -2.22903 -0.96190 0.14679
H -1.40284 -2.45236 0.47112

***

A cluster of 2 separate species, C3H11NO in total at a distorted geometry. Source: OMol25; level of theory: ωB97M-V/def2-TZVPD.

HOMO level in eV: -9.659
Electronic energy in eV: -6823.788
SMILES string: CCOC.N
HOMO-LUMO gap in eV: 10.72

Positions of all 16 atoms, in Å:
C -1.32718 0.26130 2.28529
N 0.62526 -4.26607 -4.64566
H -1.21310 -0.54041 2.95860
H -1.24940 1.14431 2.98120
H -2.37151 0.41663 1.78072
H 0.33018 -4.93386 -5.45069
H 0.56013 -4.78060 -3.75674
H -0.13760 -3.39029 -4.65513
C 0.76547 1.52550 1.53947
O -0.32097 0.62747 1.24837
C 0.74022 2.61529 0.46268
H 1.65743 0.81572 1.75655
H 0.35303 1.76334 2.69329
H -0.34380 2.82586 0.47853
H 0.87365 2.21699 -0.47774
H 1.05817 3.69885 0.80125

***

A cluster of 2 separate species, C3H11NO in total. Source: OMol25; level of theory: ωB97M-V/def2-TZVPD.

HOMO level in eV: -9.781
Electronic energy in eV: -6826.353
SMILES string: CCOC.N
HOMO-LUMO gap in eV: 10.88

Positions of all 16 atoms, in Å:
C 1.29011 -0.08096 0.43843
N 0.22511 2.87185 -0.07763
H 1.39944 -0.33636 -0.61375
H 1.89396 -0.66685 1.12471
H 1.60512 0.94755 0.60305
H -0.24557 3.58857 -0.61396
H 0.45399 3.19913 0.85228
H -0.46223 2.13663 0.07172
C -0.72054 -1.36342 0.49989
O -0.08672 -0.12289 0.79526
C -0.80929 -1.64382 -0.99277
H -0.27596 -2.13668 1.12552
H -1.73814 -1.22920 0.86652
H -1.50867 -2.46468 -1.17207
H -1.14003 -0.72406 -1.46235
H 0.11941 -1.97479 -1.44486

***

A cluster of 2 separate species, C3H11NO in total at a distorted geometry. Source: OMol25; level of theory: ωB97M-V/def2-TZVPD.

HOMO level in eV: -8.935
Electronic energy in eV: -6826.170
SMILES string: CC(C)N.O
HOMO-LUMO gap in eV: 9.64

Positions of all 16 atoms, in Å:
C -1.30759 -0.13554 0.45526
C 0.15187 -0.35508 -0.05766
C 0.66575 -1.73723 0.31748
N 0.37666 -0.13757 -1.51810
H -1.65658 -1.06432 1.01437
H -1.45420 0.86621 1.03027
H -2.02589 -0.16888 -0.37548
H 0.80415 0.34354 0.45858
H 1.72712 -1.99061 0.03097
H 0.90953 -1.66899 1.42433
H -0.01245 -2.59694 0.09705
H 0.10233 0.80350 -1.81337
H -0.12385 -0.91752 -2.04674
H 0.63294 3.41378 0.94561
H 0.48203 2.75741 -0.41258
O 0.72817 2.58823 0.45001

***

A cluster of 2 separate species, C3H11NO in total. Source: OMol25; level of theory: ωB97M-V/def2-TZVPD.

HOMO level in eV: -9.541
Electronic energy in eV: -6826.262
SMILES string: CCN.CO
HOMO-LUMO gap in eV: 10.53

Positions of all 16 atoms, in Å:
C -0.24957 -2.69279 1.48342
O 0.75199 -1.83120 1.99763
H 0.11519 -3.71234 1.62082
H -1.19057 -2.66512 2.05567
H -0.52835 -2.42919 0.45790
C -1.08496 1.57585 -1.23540
C 0.43651 1.73772 -1.18991
N 1.02648 0.86153 -0.15078
H -1.56999 2.34367 -1.84584
H -1.32450 0.60159 -1.67716
H -1.41132 1.54881 -0.19542
H 0.86057 1.51555 -2.17335
H 0.60940 2.76785 -0.86370
H 0.35108 -0.95664 2.05444
H 1.82876 1.30123 0.27393
H 1.37928 0.03349 -0.61225

***

A cluster of 2 separate species, C3H11NO in total at a distorted geometry. Source: OMol25; level of theory: ωB97M-V/def2-TZVPD.

Expectation value of S²: 0.75
Total charge: +1
HOMO level (alpha / beta) in eV: -13.638 / -13.563
Multiplicity: 2
Electronic energy in eV: -6816.760
HOMO-LUMO gap (alpha / beta) in eV: 10.55 / 4.33

Positions of all 16 atoms, in Å:
C -0.02599 -0.40213 -0.99998
N -3.39309 -1.58591 -0.43085
H 0.72801 -0.89962 -1.63141
H -0.52255 -1.06854 -0.26869
H -0.76220 -0.08906 -1.74798
H -4.29873 -1.88289 -0.78200
H -3.59047 -1.47996 0.56186
H -3.23411 -0.66191 -0.81513
C 1.83597 0.58443 0.18837
O 0.48337 0.65845 -0.24246
C 2.03448 1.42074 1.40874
H 2.38954 0.94221 -0.70272
H 2.07083 -0.48647 0.21859
H 1.98665 0.81241 2.30772
H 1.29685 2.20923 1.48505
H 3.00143 1.92903 1.45088

***

A cluster of 2 separate species, C3H11NO2 in total at a distorted geometry. Source: OMol25; level of theory: ωB97M-V/def2-TZVPD.

Expectation value of S²: 0.75
Total charge: -1
HOMO level (alpha / beta) in eV: 1.192 / -6.650
Multiplicity: 2
Electronic energy in eV: -8873.072
HOMO-LUMO gap (alpha / beta) in eV: 2.23 / 10.09

Positions of all 17 atoms, in Å:
C -0.60034 -0.15737 0.12395
C -1.40200 0.19861 1.33041
C -2.36842 1.35385 1.10025
O -0.50178 0.61039 2.37891
N 0.39979 -1.17153 0.40981
H -1.30434 -0.39292 -0.69344
H -0.03872 0.69680 -0.27493
H -2.00508 -0.67149 1.62628
H -3.19194 0.98788 0.48923
H -2.65692 1.86468 2.01217
H -1.81771 2.10530 0.52253
H 0.23097 -0.02356 2.28973
H -0.03427 -2.07832 0.31154
H 1.19804 -1.20218 -0.21226
H 5.08203 -0.19371 -4.27737
H 4.33631 -1.40149 -3.67881
O 4.67437 -0.52494 -3.45798

***

Please write out number 8 again, unchanged.
A cluster of 2 separate species, C3H11NO2 in total at a distorted geometry. Source: OMol25; level of theory: ωB97M-V/def2-TZVPD.

Expectation value of S²: 0.75
Total charge: -1
HOMO level (alpha / beta) in eV: 1.192 / -6.650
Multiplicity: 2
Electronic energy in eV: -8873.072
HOMO-LUMO gap (alpha / beta) in eV: 2.23 / 10.09

Positions of all 17 atoms, in Å:
C -0.60034 -0.15737 0.12395
C -1.40200 0.19861 1.33041
C -2.36842 1.35385 1.10025
O -0.50178 0.61039 2.37891
N 0.39979 -1.17153 0.40981
H -1.30434 -0.39292 -0.69344
H -0.03872 0.69680 -0.27493
H -2.00508 -0.67149 1.62628
H -3.19194 0.98788 0.48923
H -2.65692 1.86468 2.01217
H -1.81771 2.10530 0.52253
H 0.23097 -0.02356 2.28973
H -0.03427 -2.07832 0.31154
H 1.19804 -1.20218 -0.21226
H 5.08203 -0.19371 -4.27737
H 4.33631 -1.40149 -3.67881
O 4.67437 -0.52494 -3.45798

***

- Which of these has the lowest electronic energy?
  C3H11N5

***

- Which formula does entry 4 have?
  C3H11NO